[1]
{"formula": "C4H6FN", "method": "ωB97M-V/def2-TZVPD", "species": ["F", "N", "C", "C", "C", "C", "H", "H", "H", "H", "H", "H"], "xyz": [[-1.21226, 0.03931, 1.43602], [0.34950, 0.43931, -0.21303], [0.23264, -2.85790, -0.37779], [-0.55237, 2.23676, 1.22459], [-0.10679, -3.08200, -1.51706], [-0.51005, 0.98779, 0.73172], [-0.23350, -3.13431, -2.56868], [0.35814, -3.39480, 0.54471], [-1.21789, 2.49783, 2.02394], [-0.00641, 2.92436, 0.58847], [0.50253, -0.59779, 0.03956], [1.21091, 0.94740, -0.33770]], "atomic_forces_ev_per_a": [[0.357, 0.099, -1.051], [-0.740, -2.464, 0.808], [-0.504, -1.872, -0.205], [0.132, -0.976, -1.839], [0.572, 0.843, 0.053], [0.578, 0.493, 2.227], [-0.258, 0.038, -0.188], [0.208, 0.882, 0.392], [-0.034, 0.200, 0.021], [-0.112, 0.502, 0.566], [-0.159, 2.251, -0.895], [-0.039, 0.005, 0.112]], "smiles": "C=C(N)F.C#C", "total_energy_ha": -310.5069, "e_homo_ev": -8.46, "lumo_ev": 0.9, "gap_ev": 9.367}


[2]
{"formula": "C19H10F9IrN4O7S", "method": "ωB97M-V/def2-TZVPD", "species": ["Ir", "S", "F", "F", "F", "F", "F", "F", "F", "F", "F", "O", "O", "O", "O", "O", "O", "O", "N", "N", "N", "N", "C", "C", "C", "C", "C", "C", "C", "C", "C", "C", "C", "C", "C", "C", "C", "C", "C", "C", "C", "H", "H", "H", "H", "H", "H", "H", "H", "H", "H"], "xyz": [[0.57964, 0.68636, -0.68681], [1.65267, 1.83659, -2.78427], [-2.79507, -2.29680, 0.48764], [0.42552, -3.03281, -2.27241], [1.70577, -3.46852, -0.57793], [0.56081, -3.56477, 1.79117], [1.10892, -1.50450, 1.37858], [-2.34995, -3.51378, -1.23517], [-0.00457, -4.71091, -0.98453], [-1.90478, -4.25132, 0.76352], [-0.83105, -1.96917, 2.20761], [1.34477, 4.27427, 1.69074], [0.54956, 2.95952, 0.04126], [5.16541, 1.26962, 3.45273], [4.37018, -1.38589, -0.90215], [-0.99835, 0.95303, 0.90844], [2.23366, -0.77999, -1.26866], [-0.69038, -1.25828, -0.67085], [2.45439, 1.20853, 0.40132], [-1.02197, 1.66094, -3.23965], [-1.18250, 1.29572, -1.98680], [0.25792, 2.46480, -4.91954], [-0.48852, -2.46193, -0.13419], [-2.96179, 0.64948, -0.43385], [3.40712, 0.28468, 0.46805], [1.31865, 3.25709, 1.00307], [-4.25807, 0.03009, 1.99235], [0.19031, 1.97802, -3.65804], [-2.93494, 0.32306, 2.01370], [-2.20943, 0.64885, 0.81396], [-4.34277, 0.33683, -0.39368], [4.34770, 0.28500, 1.47321], [-2.42059, 0.96655, -1.68747], [0.43724, -3.42220, -1.00336], [0.09739, -2.38895, 1.32433], [3.28960, 2.27296, 2.33131], [2.39596, 2.19573, 1.28530], [-1.89336, -3.15304, -0.02315], [-4.98275, 0.03835, 0.77106], [3.35804, -0.74176, -0.66642], [4.26739, 1.28577, 2.43933], [-6.03663, -0.20581, 0.76481], [-2.36113, 0.29779, 2.93013], [3.21442, 3.10082, 3.02572], [1.16807, 2.54873, -5.33260], [-4.76844, -0.22468, 2.91285], [-0.55324, 2.40259, -5.51052], [5.11576, -0.47426, 1.50135], [-4.89273, 0.33462, -1.32739], [-3.11483, 0.96463, -2.52677], [4.98101, 1.99838, 4.05268]], "atomic_forces_ev_per_a": [[0.585, -0.056, -0.255], [-0.722, -0.127, 0.083], [0.127, -0.312, -0.110], [0.017, 0.007, 0.064], [-0.165, 0.159, -0.087], [-0.085, 0.182, -0.125], [-0.133, -0.169, 0.042], [0.061, 0.055, 0.144], [0.118, 0.209, 0.069], [-0.066, 0.199, -0.129], [0.144, -0.004, -0.176], [-0.100, -0.066, -0.065], [-0.204, -0.158, -0.204], [0.107, -0.084, 0.029], [-0.182, -0.040, 0.013], [-0.005, -0.244, 0.036], [-0.476, -0.015, -0.072], [0.600, 0.333, -0.080], [-0.369, -0.148, 0.161], [-1.235, 0.000, -0.323], [0.821, 0.014, 0.086], [-0.140, -0.032, 0.002], [-0.075, -0.286, 0.164], [0.567, 0.057, -0.234], [0.054, -0.204, -0.181], [0.300, -0.123, 0.213], [0.301, 0.072, 0.076], [1.542, 0.077, 0.380], [-0.218, 0.001, 0.248], [0.022, 0.187, 0.007], [-0.396, -0.099, 0.200], [0.122, 0.099, 0.090], [-0.776, -0.098, 0.196], [-0.001, -0.107, -0.013], [0.094, 0.026, 0.075], [0.131, -0.033, 0.023], [-0.125, 0.315, -0.051], [-0.175, 0.058, 0.025], [-0.059, 0.027, -0.381], [0.244, 0.139, 0.324], [-0.194, 0.017, -0.220], [0.001, 0.007, 0.008], [0.017, 0.040, -0.016], [-0.037, 0.012, -0.017], [-0.016, 0.003, -0.063], [0.002, -0.005, 0.008], [-0.045, -0.005, 0.057], [-0.014, -0.006, -0.029], [0.018, 0.001, -0.011], [0.051, 0.056, 0.001], [-0.032, 0.067, 0.018]], "total_energy_ha": -2877.1287, "charge": -1, "multiplicity": 6, "e_homo_ev": [-5.29, -5.74], "lumo_ev": [2.2, -0.2], "gap_ev": [7.505, 5.549]}


[3]
{"formula": "C34H43AsN7O2RuS2Si2", "method": "ωB97M-V/def2-TZVPD", "species": ["Ru", "As", "S", "S", "Si", "Si", "O", "O", "N", "N", "N", "N", "N", "N", "N", "C", "C", "C", "C", "C", "C", "C", "C", "C", "C", "C", "C", "C", "C", "C", "C", "C", "C", "C", "C", "C", "C", "C", "C", "C", "C", "C", "C", "C", "C", "C", "C", "C", "C", "H", "H", "H", "H", "H", "H", "H", "H", "H", "H", "H", "H", "H", "H", "H", "H", "H", "H", "H", "H", "H", "H", "H", "H", "H", "H", "H", "H", "H", "H", "H", "H", "H", "H", "H", "H", "H", "H", "H", "H", "H", "H", "H"], "xyz": [[-0.37041, -0.64635, 0.83112], [-2.28349, -1.07356, -0.58759], [-1.00645, 1.08361, 2.48102], [1.74388, -2.09652, -0.47740], [-2.21421, -1.79023, -2.82266], [-4.44557, -0.25695, -0.22356], [-1.32424, 1.62119, -1.65742], [2.78072, 1.29398, 0.30035], [4.84995, -2.36276, 1.87750], [1.85437, -0.49341, 2.21670], [0.60480, 1.09216, -0.43021], [-1.10155, -1.97621, 2.74569], [2.90493, -1.34817, 1.88972], [4.11028, -2.64846, 0.75997], [0.64321, 2.72323, -1.99724], [-2.43263, -3.40774, 4.72654], [4.41355, 0.79267, -4.79320], [-0.15002, 1.78287, -1.38228], [3.32680, 1.59835, -5.09970], [-3.25638, 0.06832, 5.68025], [2.91731, -2.03729, 0.72080], [3.96086, 1.10901, -2.44741], [3.92103, 6.30579, -0.54958], [-5.07042, 0.57831, -1.76252], [4.09601, -1.54961, 2.54817], [-0.31229, -4.00177, 1.67893], [2.56045, 2.15188, -4.08372], [-2.49810, -1.99787, 4.73240], [-1.83706, 0.12911, 3.69358], [-0.57976, -2.65076, -3.03018], [4.43631, -0.89976, 3.83541], [-4.43642, 0.94478, 1.18534], [-2.56217, 0.76834, 4.67363], [2.09075, 5.10162, -1.54011], [-1.06651, -3.28873, 2.75996], [-1.72434, -4.04576, 3.76099], [-3.22945, -1.29322, 5.71683], [-2.33195, -0.38348, -4.02434], [-3.61010, -2.99997, -3.09517], [1.85506, 1.58103, -0.46282], [2.03010, 2.57356, -1.63787], [4.72610, 0.55216, -3.46317], [2.68378, 3.88705, -1.21394], [-1.80470, -1.30512, 3.71573], [3.90596, 3.89504, -0.54816], [-5.51514, -1.72424, 0.20490], [2.70454, 6.30400, -1.21387], [2.86494, 1.91315, -2.74850], [4.51588, 5.09571, -0.21636], [4.45543, 0.18476, 3.71852], [-6.54277, -1.39947, 0.39633], [-0.53817, -5.06721, 1.68494], [4.20479, 0.90542, -1.41330], [3.07094, 1.79833, -6.13246], [-3.81330, 0.62205, 6.42547], [-1.53861, 0.34103, -3.83749], [-0.46067, -3.45594, -2.30119], [-3.53487, -3.44316, -4.09307], [-3.70425, 1.73919, 1.03140], [-3.75692, -1.84885, 6.48217], [-3.57165, -3.80573, -2.35859], [1.76893, -0.40647, 3.22225], [5.46479, 5.08384, 0.30523], [-0.50069, -3.07998, -4.03326], [-5.13852, -2.21524, 1.10558], [5.41774, -1.24199, 4.15175], [4.48002, -3.24442, 0.04029], [4.39989, 7.24123, -0.29022], [-5.53122, -2.46221, -0.59990], [-6.05833, 1.00215, -1.55842], [-1.66245, -5.12522, 3.73038], [-5.16522, -0.11576, -2.59954], [5.57046, -0.07708, -3.21022], [-4.19219, 0.44999, 2.12863], [-4.58633, -2.51584, -3.01488], [0.24865, -1.95076, -2.89653], [1.71982, 2.77884, -4.35428], [-4.39813, 1.38676, -2.05887], [0.31671, 3.14845, -2.84583], [2.08218, 0.41178, 1.77049], [-5.43286, 1.38897, 1.27295], [1.13028, 5.12216, -2.03533], [-2.95476, -3.96520, 5.49605], [5.01035, 0.35701, -5.58418], [-3.28245, 0.14306, -3.94662], [3.71104, -1.14803, 4.61153], [-0.56483, -3.59536, 0.69869], [-2.23335, -0.78003, -5.03963], [4.37641, 2.95765, -0.28214], [-2.59356, 1.85057, 4.65582], [2.22486, 7.23849, -1.47619], [0.76458, -3.87677, 1.80716]], "atomic_forces_ev_per_a": [[1.028, 0.282, 0.597], [-0.434, -0.076, -0.601], [0.074, -0.197, -0.030], [-0.030, 0.015, 0.155], [-0.018, -0.098, 0.190], [0.080, -0.043, 0.013], [-0.142, -0.082, 0.052], [-0.106, -0.122, 0.184], [-0.168, 0.043, -0.045], [0.259, 0.291, -0.237], [-0.385, 0.283, -0.164], [-0.221, 0.133, 0.048], [-0.161, 0.083, 0.140], [0.127, -0.088, -0.061], [0.023, 0.080, -0.052], [-0.035, 0.001, 0.060], [-0.016, 0.021, 0.028], [0.267, -0.041, 0.037], [0.002, -0.014, 0.026], [0.045, 0.125, -0.071], [0.003, -0.093, -0.057], [0.010, -0.030, -0.038], [-0.027, -0.034, -0.004], [-0.031, 0.088, -0.163], [0.065, 0.012, -0.065], [-0.008, -0.016, 0.009], [0.005, 0.008, -0.048], [-0.029, 0.002, 0.060], [0.043, -0.142, -0.049], [0.146, -0.092, -0.012], [0.015, -0.008, -0.013], [0.035, 0.090, 0.159], [-0.097, 0.048, 0.128], [0.000, 0.025, 0.052], [-0.045, -0.194, 0.050], [0.063, -0.049, -0.116], [0.033, -0.071, -0.047], [-0.003, 0.179, -0.071], [-0.117, -0.113, -0.031], [-0.023, -0.193, 0.110], [0.021, -0.009, 0.030], [-0.031, 0.016, -0.007], [-0.073, 0.024, -0.056], [0.140, 0.144, -0.102], [0.112, -0.004, -0.032], [-0.102, -0.129, 0.039], [0.043, -0.033, 0.034], [0.036, -0.004, 0.063], [-0.019, -0.009, -0.005], [-0.010, 0.000, 0.001], [0.022, -0.035, 0.000], [0.011, 0.003, 0.014], [-0.006, -0.001, -0.034], [0.000, -0.001, 0.003], [0.010, 0.021, -0.017], [-0.014, -0.005, -0.032], [0.034, -0.001, -0.036], [-0.024, 0.005, 0.030], [-0.026, -0.007, -0.007], [0.008, -0.012, -0.008], [-0.017, -0.005, -0.038], [-0.127, -0.090, -0.032], [-0.005, 0.006, 0.001], [0.015, -0.003, 0.023], [-0.033, -0.001, -0.012], [0.004, 0.002, -0.007], [0.000, 0.008, 0.023], [0.008, -0.006, -0.002], [-0.016, 0.013, 0.019], [0.015, 0.008, -0.042], [0.007, 0.005, -0.006], [-0.028, 0.015, 0.007], [-0.004, 0.002, -0.001], [-0.018, 0.037, -0.012], [0.021, -0.016, -0.004], [-0.016, -0.016, -0.023], [0.009, 0.000, 0.009], [-0.026, -0.015, 0.010], [-0.017, -0.047, -0.017], [-0.059, -0.021, 0.096], [0.026, 0.014, 0.047], [-0.020, -0.024, -0.011], [0.004, 0.017, -0.007], [-0.001, 0.001, 0.005], [0.002, 0.013, -0.037], [-0.009, -0.010, -0.005], [-0.012, 0.028, 0.011], [0.005, 0.036, 0.003], [-0.031, 0.075, -0.018], [-0.018, -0.009, 0.022], [0.002, -0.005, 0.001], [-0.016, 0.013, -0.006]], "total_energy_ha": -5561.3252, "multiplicity": 6, "e_homo_ev": [-6.64, -7.42], "lumo_ev": [0.1, -0.6], "gap_ev": [6.779, 6.796]}


[4]
{"formula": "C6H10NO3", "method": "ωB97M-V/def2-TZVPD", "species": ["O", "O", "O", "N", "C", "C", "C", "C", "C", "C", "H", "H", "H", "H", "H", "H", "H", "H", "H", "H"], "xyz": [[-0.69867, -0.77548, -0.38889], [2.50151, -1.94131, -3.27932], [2.68773, 0.50325, 0.66088], [-0.39965, 0.22244, 0.19054], [2.37344, -0.11744, -0.23756], [-1.07522, 0.82895, 2.40154], [-1.45840, 0.98148, 0.92419], [1.89770, -0.63200, -1.36305], [-2.82089, 0.53139, 0.54784], [2.80764, -1.19662, -2.24645], [-1.40753, 1.92314, 0.43395], [-2.61332, -0.11562, -0.26650], [3.81599, -0.84367, -2.00734], [-0.16889, 1.32966, 2.63921], [0.82306, -0.92783, -1.48314], [-3.23187, 0.06410, 1.43906], [-1.03000, -0.24389, 2.63172], [-1.93157, 1.12961, 2.91725], [3.21814, -2.16773, -3.84314], [-3.28923, 1.44759, 0.32920]], "atomic_forces_ev_per_a": [[-0.090, -2.467, -1.311], [-1.465, 1.304, 2.226], [0.094, -1.075, -0.575], [0.227, 1.271, 0.665], [0.045, 2.527, 1.979], [-0.514, -0.870, -1.657], [1.777, 0.181, 0.821], [-1.348, -3.250, -3.076], [0.628, -0.751, 1.410], [0.498, 0.988, 0.300], [0.869, 1.432, 0.620], [-1.312, -0.594, -0.831], [0.385, -0.880, -0.893], [0.567, 0.448, 0.494], [0.892, 0.633, 0.514], [-0.602, -0.410, -0.458], [0.351, 0.159, -0.223], [-0.995, 1.131, 1.392], [1.450, -0.309, -0.798], [-1.456, 0.533, -0.600]], "total_energy_ha": -514.6359, "charge": 1, "multiplicity": 3, "e_homo_ev": [-11.59, -14.92], "lumo_ev": [-5.4, -5.4], "gap_ev": [6.225, 9.555]}